[1]
C4H7NO | ωB97M-V/def2-TZVPD

The geometry in XYZ format:
```
13
Properties=species:S:1:pos:R:3:lowdin_charge:R:1
O 2.352 -0.085 -0.904 0.050
N 0.793 -0.961 0.561 0.092
C 0.589 1.142 0.129 -0.019
C -1.627 -0.294 0.180 -0.045
C -0.164 -0.164 -0.301 -0.314
C 1.631 0.062 0.066 -0.527
H -2.310 0.354 -0.378 0.073
H 1.059 -1.859 0.154 0.123
H 0.223 1.521 1.086 0.114
H 0.737 1.917 -0.619 0.116
H -1.996 -1.324 0.122 0.071
H -1.706 -0.002 1.243 0.084
H 0.419 -0.306 -1.339 0.181
```

The HOMO energy comes out at -9.8125 eV. For the LUMO energy, the calculation gives 0.92 eV. Its orbital gap is 10.7 eV. As for the net charge: 0.



[2]
C4H6O2 | ωB97M-V/def2-TZVPD

The geometry in XYZ format:
```
12
Properties=species:S:1:pos:R:3:lowdin_charge:R:1
O 1.490 1.744 1.744 0.064
O -0.340 -0.822 -0.612 -0.124
C -0.735 0.293 -0.054 -0.053
C 1.079 0.633 1.527 -0.269
C -0.401 0.280 1.417 -0.166
C -0.340 -0.629 -2.046 -0.066
H -0.176 -1.593 -2.523 0.087
H 0.476 0.061 -2.267 0.089
H 1.777 -0.215 1.368 0.128
H -0.972 1.093 1.865 0.106
H -1.283 -0.166 -2.339 0.084
H -0.575 -0.679 1.920 0.120
```

The HOMO energy comes out at -8.7301 eV. For the LUMO energy, the calculation gives 0.27 eV. Its orbital gap is 9.0 eV. As for the net charge: 0.



[3]
C41H53BrClN3O12 | ωB97M-V/def2-TZVPD

The geometry in XYZ format:
```
111
Properties=species:S:1:pos:R:3:lowdin_charge:R:1
Br -3.945 -4.822 3.961 0.840
Cl -0.972 -2.476 1.615 0.885
O 1.283 -1.345 -3.388 0.060
O -4.248 3.525 1.568 0.153
O -1.492 -0.241 -0.808 -0.236
O -1.319 -5.792 1.242 0.240
O -1.295 -4.533 3.125 -0.070
O 1.210 4.004 3.659 0.068
O -6.066 2.547 2.317 -0.032
O 5.734 -4.088 -5.684 0.089
O 1.100 -3.041 -2.070 0.081
O 1.623 2.867 5.448 0.073
O -2.942 -4.204 1.535 -0.078
O 4.804 -3.269 -7.447 0.049
N 1.334 -2.542 -3.155 -0.339
N 1.942 3.641 4.562 -0.332
N 5.616 -3.230 -6.538 -0.326
C -7.154 2.080 1.497 -0.165
C 5.004 5.561 3.618 -0.067
C 1.990 -2.905 -5.504 0.000
C -5.409 3.625 1.771 -0.482
C 0.600 1.552 -1.643 -0.191
C 8.283 -0.886 -5.378 -0.064
C 0.897 1.720 1.011 -0.184
C -1.857 1.126 -0.746 -0.246
C 6.377 -1.049 -7.399 -0.003
C -1.509 -2.390 4.461 -0.132
C 3.705 5.075 3.607 -0.002
C -5.169 -1.255 0.471 -0.179
C -4.024 -2.138 2.585 -0.175
C 2.313 -3.757 -6.548 -0.091
C 0.258 0.627 1.926 -0.230
C -0.855 2.093 -1.468 -0.175
C 3.310 4.174 4.584 -0.141
C -1.885 -0.835 -2.056 -0.078
C 5.484 4.247 5.579 -0.067
C -0.821 0.119 4.167 -0.192
C -6.175 6.000 2.247 0.020
C 4.186 3.760 5.575 -0.002
C 0.277 0.997 3.460 -0.194
C 1.729 -4.808 -4.037 0.000
C 7.456 -1.997 -5.457 -0.001
C 6.507 -2.065 -6.465 -0.142
C 5.893 5.144 4.601 -0.074
C -3.237 -3.447 2.706 -0.719
C 2.050 -5.655 -5.088 -0.061
C 1.326 1.049 -0.342 -0.184
C 2.339 -5.131 -6.341 -0.066
C -1.792 -4.962 1.867 -0.630
C -5.373 0.223 0.993 -0.192
C -6.796 0.779 0.681 -0.151
C -0.336 -1.353 4.459 -0.197
C -5.310 -2.252 1.674 -0.171
C 8.154 0.143 -6.303 -0.071
C -6.087 4.957 1.438 -0.088
C 7.204 0.061 -7.313 -0.066
C -1.720 -3.162 3.138 -0.659
C 1.697 -3.440 -4.257 -0.144
H -5.222 0.223 2.096 0.113
H 3.019 5.401 2.837 0.120
H -2.832 -1.394 -1.883 0.086
H 5.325 6.262 2.859 0.108
H -0.817 3.097 -0.987 0.104
H -1.150 0.627 5.104 0.111
H -1.731 0.024 3.527 0.093
H 0.092 2.072 3.597 0.075
H -7.551 2.865 0.814 0.117
H -1.970 1.495 0.299 0.112
H 6.180 3.926 6.344 0.108
H -2.053 -0.063 -2.841 0.098
H 1.505 -5.223 -3.064 0.120
H 2.584 -5.795 -7.161 0.112
H 0.476 -1.614 3.747 0.093
H -7.533 -0.004 0.978 0.112
H -5.494 -3.287 1.324 0.111
H -6.877 0.976 -0.409 0.114
H 0.113 -1.377 5.480 0.112
H 0.909 -0.275 1.833 0.090
H 1.273 -0.061 -0.294 0.100
H -4.612 0.897 0.550 0.095
H 6.910 5.520 4.603 0.107
H 8.796 1.013 -6.234 0.108
H -2.867 1.281 -1.208 0.116
H -2.449 -1.865 4.740 0.116
H -6.184 -1.929 2.286 0.111
H -6.671 6.920 1.901 0.068
H -1.325 -3.156 5.247 0.127
H -0.752 0.300 1.619 0.058
H 1.970 -1.837 -5.673 0.119
H 7.560 -2.793 -4.732 0.120
H 0.531 0.665 -2.318 0.074
H -3.412 -1.289 2.218 0.104
H -5.884 -1.484 -0.347 0.112
H -7.991 1.827 2.181 0.123
H 0.295 2.643 0.908 0.105
H 2.540 -3.354 -7.522 0.097
H -1.253 2.283 -2.497 0.101
H -4.117 -1.320 0.125 0.091
H -6.513 5.053 0.420 0.114
H 3.875 3.061 6.340 0.119
H 1.250 2.273 -2.190 0.106
H 1.254 0.664 3.881 0.112
H 1.841 2.026 1.527 0.102
H -5.757 5.964 3.265 0.079
H -1.054 -1.501 -2.367 0.069
H 2.412 1.269 -0.490 0.101
H 9.026 -0.820 -4.594 0.109
H 5.639 -1.106 -8.188 0.119
H 2.072 -6.726 -4.930 0.109
H 7.108 0.864 -8.033 0.109
H -4.385 -1.845 3.594 0.118
```

As for the SMILES: C=CC(=O)OCCCCCC[C@@]1(Br)OC(=O)O[C@]1(Cl)CCCCCCCCCCOC.O=[N+]([O-])c1ccccc1.O=[N+]([O-])c1ccccc1.O=[N+]([O-])c1ccccc1. The HOMO energy comes out at -9.1096 eV. For the LUMO energy, the calculation gives -0.66 eV. Its orbital gap is 8.4 eV. As for the net charge: 0.



[4]
C8H6Cl2N2O3RuV | ωB97M-V/def2-TZVPD

The geometry in XYZ format:
```
23
Properties=species:S:1:pos:R:3:lowdin_charge:R:1
Ru -0.890 -1.251 -3.015 1.010
V -0.095 -0.470 -1.128 0.071
Cl 1.790 -1.616 -1.470 0.371
Cl -2.146 0.502 -1.737 0.395
O 1.120 -3.057 -4.403 0.286
O -0.706 0.985 -5.006 0.301
O -1.824 -2.699 -0.045 0.256
N 0.119 0.593 0.603 0.064
N 1.147 -1.222 1.693 0.372
C 0.367 -2.347 -3.857 -0.177
C -0.430 1.849 0.697 0.052
C -1.128 -1.919 -0.571 -0.263
C 0.718 0.756 2.949 0.231
C -0.705 0.112 -4.240 -0.179
C -0.550 2.520 1.911 0.196
C 0.679 0.058 1.725 -0.211
C 0.082 1.985 3.053 0.250
H -1.062 3.483 1.950 0.193
H 1.362 -1.721 0.823 0.065
H 1.663 -1.523 2.514 0.188
H 1.191 0.212 3.768 0.194
H 0.101 2.481 4.019 0.201
H -0.801 2.288 -0.234 0.135
```

The HOMO energy (alpha / beta) comes out at -23.9641 / -25.5834 eV. For the LUMO energy (alpha / beta), the calculation gives -17.06 / -21.35 eV. Its orbital gap (alpha / beta) is 6.9 / 4.2 eV. As for the net charge: +4. The spin multiplicity is 8.



[5]
C3H7N3 | ωB97M-V/def2-TZVPD

The geometry in XYZ format:
```
13
Properties=species:S:1:pos:R:3:lowdin_charge:R:1
N -1.961 -3.037 0.704 -0.077
N -0.208 0.651 1.361 0.110
N 0.654 1.431 -1.004 -0.010
C -1.503 -1.983 0.468 -0.250
C 0.449 -0.012 -0.847 -0.225
C 0.009 -0.400 0.575 -0.226
H 1.355 -0.580 -1.091 0.120
H -0.339 -0.357 -1.511 0.108
H -0.189 1.573 0.927 0.099
H 0.372 -1.299 1.018 0.070
H 1.635 1.669 -1.114 0.081
H 0.171 1.790 -1.819 0.079
H -0.446 0.555 2.334 0.121
```

The HOMO energy comes out at -9.3682 eV. For the LUMO energy, the calculation gives 0.39 eV. Its orbital gap is 9.8 eV. As for the net charge: 0.



[6]
C4H6N2S2 | ωB97M-V/def2-TZVPD

The geometry in XYZ format:
```
14
Properties=species:S:1:pos:R:3:lowdin_charge:R:1
S 0.755 0.881 0.579 0.831
S 2.201 -0.927 -1.424 0.636
N -2.264 1.670 0.407 -0.021
N -1.889 1.022 1.527 -0.098
C -0.225 -1.601 -0.532 -0.320
C -1.495 -1.264 -0.820 -0.003
C 0.867 -0.604 -0.502 -1.103
C -0.661 0.585 1.726 -0.442
H -1.659 2.076 -0.220 0.029
H 0.046 -2.690 -0.080 0.157
H -0.416 -0.129 2.488 0.052
H -1.621 -0.191 -1.065 0.056
H -2.243 -2.050 -0.843 0.065
H -3.246 2.181 0.479 0.163
```

As for the SMILES: C=CC(=S)S/C=N\N. The HOMO energy comes out at -8.6197 eV. For the LUMO energy, the calculation gives -0.51 eV. Its orbital gap is 8.1 eV. As for the net charge: 0.



[7]
C10H13ClN2S | ωB97M-V/def2-TZVPD

The geometry in XYZ format:
```
27
Properties=species:S:1:pos:R:3:lowdin_charge:R:1
Cl 0.524 2.050 -0.512 0.705
S -2.664 -0.832 -0.955 0.909
N -1.092 -0.787 1.269 -0.003
N 0.023 -1.033 -0.873 0.041
C -1.139 -0.901 0.039 -0.619
C 3.608 -1.121 -0.060 -0.080
C -3.772 -0.071 0.251 -0.549
C 3.881 0.230 0.353 -0.073
C 2.874 1.162 0.222 -0.143
C 2.362 -1.508 -0.533 -0.034
C 1.308 -0.574 -0.571 -0.326
C 1.666 0.750 -0.310 -0.604
C 0.104 -0.758 2.068 -0.099
C -3.472 1.396 0.608 -0.159
H -0.110 -0.977 3.134 0.087
H 4.904 0.525 0.748 0.124
H -0.294 -0.927 -1.766 0.048
H -2.503 1.568 1.089 0.055
H -4.797 -0.179 -0.068 0.063
H 2.137 -2.533 -0.829 0.119
H -3.493 1.963 -0.302 0.052
H 4.420 -1.905 0.072 0.119
H 0.751 -1.505 1.715 0.058
H 0.556 0.226 2.035 0.074
H 2.976 2.189 0.534 0.099
H -4.255 1.785 1.271 0.072
H -3.618 -0.648 1.172 0.061
```

As for the SMILES: CCS/C(=N/C)Nc1ccccc1Cl. The HOMO energy comes out at -8.7964 eV. For the LUMO energy, the calculation gives 0.83 eV. Its orbital gap is 9.6 eV. As for the net charge: 0.



[8]
C46H48DyN3P | ωB97M-V/def2-TZVPD

The geometry in XYZ format:
```
99
Properties=species:S:1:pos:R:3:lowdin_charge:R:1
Dy -0.684 0.114 -0.484 1.325
P 0.543 -1.189 1.919 1.037
N -1.749 2.403 -0.349 -0.124
N -4.706 -2.901 1.020 0.062
N -0.650 3.599 -1.811 -0.039
C 4.231 -1.274 4.689 -0.097
C 0.954 -2.420 -1.488 -0.273
C 0.335 -5.342 2.522 -0.096
C -0.804 4.234 -4.603 -0.050
C -3.877 -0.634 0.955 -0.107
C 1.798 3.641 -0.380 -0.075
C 1.674 4.218 -1.747 -0.205
C 4.012 5.674 -4.368 -0.067
C -0.665 -0.338 3.071 -0.359
C -2.006 3.913 -1.919 -0.102
C -4.622 -0.315 2.053 -0.153
C -3.825 -1.988 0.466 -0.410
C 4.339 -0.715 3.412 -0.091
C 2.819 4.621 -2.411 -0.016
C -1.263 -3.190 1.767 -0.150
C 1.892 -1.736 4.291 -0.101
C -5.482 -1.232 2.686 -0.136
C -1.798 -4.469 1.760 -0.053
C -0.687 1.072 3.124 -0.103
C 0.870 -4.049 2.499 -0.103
C -2.461 -0.403 4.717 -0.083
C 1.871 -1.377 -1.644 -0.280
C 1.170 -3.748 -0.865 -0.050
C -1.000 -5.561 2.153 -0.077
C -0.557 2.539 -0.934 -0.360
C 3.272 -1.427 -1.152 -0.056
C 3.233 -0.667 2.557 -0.085
C 0.413 4.546 -3.805 -0.205
C -2.890 -2.208 -0.593 -0.115
C -1.605 1.730 3.962 -0.083
C -0.851 -0.244 -3.955 -0.066
C -1.510 -1.075 3.926 -0.085
C 0.066 -2.950 2.133 -0.383
C -0.023 -0.791 -2.845 -0.394
C 2.788 5.104 -3.729 -0.273
C -2.500 0.989 4.742 -0.106
C 0.453 4.204 -2.439 -0.127
C -5.498 -2.487 2.016 -0.211
C 1.291 -0.371 -2.477 -0.330
C -1.304 -3.004 -2.457 -0.018
C -2.701 3.049 -1.151 -0.141
C 2.076 0.668 -3.188 -0.054
C -0.246 -2.092 -2.215 -0.348
C 1.579 4.993 -4.423 -0.017
C 2.002 -1.194 3.003 -0.369
C 3.009 -1.799 5.127 -0.080
H -1.661 4.862 -4.328 0.067
H -0.576 0.798 -4.171 0.054
H 0.870 3.616 0.207 0.061
H 2.561 4.222 0.166 0.080
H 3.313 -1.678 -0.083 0.049
H -1.624 2.825 4.009 0.104
H 4.087 6.751 -4.196 0.079
H 1.267 -4.574 -1.595 0.089
H -6.030 -0.980 3.622 0.081
H -3.744 2.821 -1.126 0.089
H -3.239 1.509 5.380 0.107
H -2.729 -1.312 -1.267 0.019
H -2.350 4.725 -2.524 0.091
H -1.419 -6.567 2.184 0.096
H -1.092 3.173 -4.506 0.087
H 3.309 -0.246 1.553 0.089
H 0.946 -2.152 4.646 0.108
H -1.094 -4.076 -2.374 0.068
H -3.173 -1.005 5.296 0.108
H 0.004 1.669 2.509 0.100
H -1.462 -2.165 3.972 0.105
H -6.286 -3.147 2.487 0.092
H 2.882 1.084 -2.570 0.063
H -2.846 -4.585 1.480 0.098
H -1.918 -0.264 -3.689 0.073
H 3.782 4.479 -1.901 0.123
H 2.550 0.220 -4.083 0.090
H 3.830 -2.207 -1.692 0.087
H 0.970 -6.170 2.844 0.096
H 5.301 -0.323 3.074 0.100
H -0.738 -0.794 -4.911 0.086
H 5.096 -1.318 5.353 0.097
H 4.006 5.518 -5.449 0.072
H 1.472 1.518 -3.526 0.064
H -2.056 -2.718 -3.202 0.067
H 4.927 5.232 -3.970 0.073
H 2.915 -2.268 6.105 0.101
H -3.124 0.110 0.644 0.043
H 2.071 -3.746 -0.237 0.072
H 1.550 5.155 -5.510 0.115
H 3.807 -0.483 -1.288 0.067
H 1.915 -3.899 2.782 0.104
H -2.572 -3.144 -0.984 -0.003
H -4.485 0.672 2.502 0.093
H -0.553 4.420 -5.655 0.076
H 0.312 -3.977 -0.222 0.060
H 2.184 2.611 -0.467 0.082
H -1.882 -2.310 1.573 0.062
```

The HOMO energy (alpha / beta) comes out at -2.6816 / -2.6219 eV. For the LUMO energy (alpha / beta), the calculation gives 2.41 / 2.41 eV. Its orbital gap (alpha / beta) is 5.1 / 5.0 eV. As for the net charge: -1. The spin multiplicity is 6.



[9]
C4H8N4 | ωB97M-V/def2-TZVPD

The geometry in XYZ format:
```
16
Properties=species:S:1:pos:R:3:lowdin_charge:R:1
N 0.903 -1.153 -0.410 0.046
N 2.854 -0.369 0.160 0.047
N 0.999 1.232 -0.462 0.137
N -1.335 -1.774 0.128 0.064
C -1.578 1.399 -0.053 -0.118
C -0.368 -0.805 -0.132 -0.497
C -0.417 0.561 0.087 -0.338
C 1.691 -0.004 -0.149 -0.680
H -2.229 0.450 -0.548 0.092
H 1.253 -1.893 0.493 0.242
H 3.790 0.422 0.076 0.155
H 1.551 1.679 1.023 0.283
H -2.316 -1.155 -0.276 0.159
H -1.395 -2.759 -0.454 0.161
H -1.307 2.368 -0.636 0.090
H -2.096 1.801 1.156 0.157
```

The HOMO energy comes out at -7.7451 eV. For the LUMO energy, the calculation gives -0.47 eV. Its orbital gap is 7.3 eV. As for the net charge: 0.



Number 1: E -7796.826 eV. Number 2: E -8336.681 eV. Number 3: E -154970.512 eV. Number 4: E -70774.149 eV. Number 5: E -7692.350 eV. Number 6: E -28892.551 eV. Number 7: E -36917.967 eV. Number 8: E -86320.271 eV. Number 9: E -10229.221 eV.